[1]
Here is a cluster of 2 separate species, H2N4O2 in total in a non-equilibrium geometry from OMol25. Energies are from ωB97M-V with the def2-TZVPD basis set.

Properties
Electronic energy, a.u.: -370.38173
Highest occupied orbital energy (spin up / spin down), eV: -8.74 / -10.01
Charge: 0

Last column: natural (NBO) charge in e.
Atoms and positions in Å:
N -0.679 0.722 -0.148  -0.362
N 0.490 0.829 0.465  -0.164
N 1.495 0.766 -0.147  0.242
N 2.568 0.734 -0.485  0.011
O -1.142 -1.114 0.229  -0.230
O -0.027 -1.745 0.359  -0.323
H -1.419 0.971 0.414  0.341
H -1.287 -1.163 -0.687  0.484

[2]
Here is the ion C4H12NO with charge +1 in a non-equilibrium geometry from OMol25. Energies are from ωB97M-V with the def2-TZVPD basis set.

Properties
Electronic energy, a.u.: -289.32870
Highest occupied orbital energy, eV: -14.12
Charge: +1

Last column: natural (NBO) charge in e.
Atoms and positions in Å:
N 0.150 -2.148 -0.110  -0.669
C 0.989 -0.922 -0.316  -0.267
C 0.225 0.201 -1.043  -0.430
C -0.939 0.873 -0.303  -0.450
C -0.645 1.160 1.172  -0.067
O 0.671 1.738 1.286  -0.727
H -0.559 -2.195 -0.830  0.442
H -0.369 -2.010 0.763  0.448
H 0.717 -2.991 -0.125  0.456
H 1.259 -0.486 0.644  0.252
H 1.922 -1.033 -0.858  0.253
H 0.975 0.986 -1.157  0.255
H -0.005 -0.069 -2.076  0.227
H -1.901 0.355 -0.409  0.211
H -1.110 1.795 -0.862  0.232
H -1.284 1.920 1.603  0.212
H -0.660 0.187 1.653  0.147
H 0.564 2.640 0.966  0.477

[3]
Here is a cluster of 7 separate species, C13H40O13 in total in a non-equilibrium geometry from OMol25. Energies are from ωB97M-V with the def2-TZVPD basis set.

Properties
Electronic energy, a.u.: -1497.28930
Highest occupied orbital energy, eV: -10.14
Charge: 0

Last column: natural (NBO) charge in e.
Atoms and positions in Å:
O -3.906 1.917 2.354  -0.716
C -3.398 0.619 2.375  -0.077
C -4.488 -0.438 2.187  -0.097
O -4.930 -0.323 0.851  -0.729
H -4.862 1.897 2.166  0.475
H -2.679 0.466 1.542  0.176
H -2.835 0.348 3.284  0.167
H -5.259 -0.470 2.973  0.168
H -3.988 -1.443 2.265  0.158
H -5.523 -1.061 0.674  0.476
O -1.783 -1.302 -0.241  -0.729
C -1.501 -2.519 0.420  -0.092
C -0.034 -2.888 0.088  -0.077
O -0.077 -3.094 -1.263  -0.780
H -1.655 -1.528 -1.168  0.494
H -1.698 -2.286 1.484  0.178
H -2.101 -3.379 0.156  0.182
H 0.276 -3.839 0.540  0.158
H 0.651 -2.083 0.461  0.161
H 0.856 -3.083 -1.666  0.520
O 3.271 4.016 2.288  -0.730
C 3.930 2.781 2.057  -0.092
C 4.230 2.521 0.600  -0.093
O 3.023 2.692 -0.147  -0.747
H 3.881 4.775 2.210  0.472
H 4.769 2.625 2.693  0.176
H 3.132 2.067 2.349  0.170
H 4.600 1.512 0.389  0.200
H 4.822 3.329 0.200  0.164
H 2.420 3.303 0.360  0.478
O -5.475 -0.822 -3.020  -0.723
C -4.237 -0.168 -2.772  -0.083
C -4.327 1.267 -2.310  -0.095
O -5.038 2.014 -3.323  -0.756
H -6.097 -0.129 -3.328  0.477
H -3.736 -0.745 -1.991  0.186
H -3.655 -0.206 -3.729  0.158
H -3.309 1.674 -2.184  0.169
H -4.867 1.281 -1.368  0.185
H -5.110 2.958 -3.157  0.480
O 2.757 -0.378 0.702  -0.797
C 3.052 -1.546 1.477  -0.101
C 3.783 -1.289 2.797  -0.088
O 2.916 -0.682 3.745  -0.722
H 1.846 -0.072 0.914  0.514
H 2.100 -2.089 1.582  0.176
H 3.683 -2.089 0.756  0.178
H 4.622 -0.549 2.653  0.163
H 4.190 -2.210 3.193  0.190
H 2.425 0.042 3.318  0.466
O 2.344 -2.576 -2.430  -0.750
C 2.121 -1.390 -3.250  -0.101
C 2.507 -0.131 -2.539  -0.115
O 3.788 -0.235 -1.901  -0.751
H 3.100 -2.217 -1.920  0.490
H 2.787 -1.588 -4.101  0.176
H 1.085 -1.367 -3.592  0.191
H 1.736 0.165 -1.828  0.185
H 2.654 0.737 -3.246  0.188
H 3.590 -0.088 -0.983  0.505
C 0.019 1.576 -0.203  -0.256
O 0.229 0.315 0.503  -0.811
H -0.949 1.491 -0.712  0.174
H 0.073 2.441 0.483  0.180
H 0.787 1.747 -0.959  0.185
H -0.540 -0.278 0.246  0.514

[4]
Here is the molecule CH3NOP2S in a non-equilibrium geometry from OMol25. Energies are from ωB97M-V with the def2-TZVPD basis set.

Properties
Electronic energy, a.u.: -1250.70169
Highest occupied orbital energy (spin up / spin down), eV: -8.48 / -8.48
Charge: 0

Last column: natural (NBO) charge in e.
Atoms and positions in Å:
P -0.782 0.848 -0.956  0.682
O 0.482 -0.201 -0.657  -1.096
P 0.823 -1.300 0.491  0.940
C 1.934 -0.357 1.451  -0.064
N 2.304 -0.096 2.555  -0.393
S 3.093 0.652 3.687  0.072
H -1.677 0.432 0.221  -0.065
H -0.279 1.931 0.008  -0.053
H 1.951 -1.920 -0.395  -0.024

[5]
Here is a cluster of 2 separate species, C12H16N2O in total in a non-equilibrium geometry from OMol25. Energies are from ωB97M-V with the def2-TZVPD basis set.

Properties
Electronic energy, a.u.: -651.58242
Highest occupied orbital energy, eV: -8.33
Charge: 0

Last column: natural (NBO) charge in e.
Atoms and positions in Å:
C -1.766 0.126 2.730  -0.603
C -0.273 0.414 2.816  -0.430
C 0.742 -0.447 2.081  0.126
C 0.250 -1.578 1.428  -0.135
N 1.384 -2.139 0.895  -0.509
C 2.441 -1.337 1.150  0.140
N 2.066 -0.314 1.912  -0.466
H -2.249 0.233 3.698  0.215
H -2.013 -0.867 2.371  0.202
H -2.158 0.884 2.074  0.208
H -0.062 1.441 2.506  0.211
H 0.047 0.423 3.865  0.213
H -0.709 -2.044 1.449  0.217
H 1.569 -3.052 0.520  0.414
H 3.277 -1.279 0.476  0.199
C 1.938 2.031 -1.198  -0.627
C 0.606 1.362 -1.489  -0.049
C -0.551 1.731 -0.845  -0.182
C -1.765 1.027 -1.031  -0.291
C -1.705 -0.025 -1.915  0.290
O -2.823 -0.827 -2.135  -0.683
C -0.598 -0.384 -2.681  -0.265
C 0.567 0.312 -2.402  -0.176
H 2.217 2.032 -0.146  0.231
H 1.786 3.080 -1.442  0.213
H 2.707 1.606 -1.833  0.211
H -0.584 2.534 -0.116  0.208
H -2.647 1.299 -0.472  0.214
H -3.489 -0.603 -1.503  0.471
H -0.700 -1.095 -3.483  0.229
H 1.477 -0.123 -2.802  0.204

[6]
Here is a cluster of 3 separate species, C4H13NO3 in total in a non-equilibrium geometry from OMol25. Energies are from ωB97M-V with the def2-TZVPD basis set.

Properties
Electronic energy, a.u.: -440.27727
Highest occupied orbital energy (spin up / spin down), eV: -13.96 / -13.96
2S+1: 2
Charge: +1

Last column: Mulliken spin population.
Atoms and positions in Å:
C 1.037 0.237 2.294  -0.006
N 0.488 -0.373 1.049  0.613
C -0.939 -0.707 1.374  0.001
C 1.411 -1.258 0.355  0.030
C 2.393 -0.451 -0.652  0.068
O 3.484 -0.880 -0.917  0.121
H 1.002 1.344 2.248  0.024
H 0.468 -0.105 3.148  0.014
H 2.058 -0.105 2.542  0.007
H -1.416 0.325 1.482  0.017
H -1.057 -1.243 2.409  0.037
H -1.334 -1.275 0.636  -0.004
H 0.836 -1.812 -0.403  -0.012
H 1.985 -1.955 1.005  0.049
H 2.006 0.607 -1.087  0.027
H -0.297 0.512 -1.174  -0.001
H -0.219 1.119 -2.423  0.000
O 0.309 0.506 -1.967  0.015
H -3.316 1.714 -3.487  0.000
H -4.667 1.915 -2.786  0.000
O -4.229 1.884 -3.647  0.000